# 1
Entry from the Open Molecules 2025 dataset: a cluster of 2 separate species, H2N5O in total in a non-equilibrium geometry (ωB97M-V/def2-TZVPD).

XYZ file:
```
8
Properties=species:S:1:pos:R:3:forces:R:3
N 1.4710 -0.0619 -0.1236 1.1515 -1.3066 1.3760
N 0.8330 0.7394 -0.5698 -0.5657 2.8377 -2.0794
N 1.8376 -1.0660 0.3073 -1.7422 -0.3053 -0.0818
N -1.4745 0.5636 -0.1319 3.2799 1.9988 -0.5470
N -2.3942 0.0486 0.1322 -5.4252 -2.4200 0.5421
O -3.4436 -0.4708 0.3123 1.1403 0.3300 0.2002
H 2.6554 -1.4812 0.6589 1.7260 -0.1847 0.2190
H 0.5154 1.7283 -0.5856 0.4353 -0.9499 0.3710
```
Forces are in eV/Å.

Summary:
ΔE to the lowest compared entry with this formula, charge and spin: 53.00 kcal per mole
HOMO level: -0.585 Ha
molecular weight: 88.0 Da
total charge: +1



# 2
Entry from the Open Molecules 2025 dataset: a structure of composition H2NNaO2S (ωB97M-V/def2-TZVPD).

XYZ file:
```
7
Properties=species:S:1:pos:R:3:forces:R:3
Na 0.3623 -0.3095 0.4786 0.1129 0.1324 0.2496
O -0.3881 1.8095 0.6975 -0.0822 0.0664 -0.0810
H -1.0149 2.0255 -0.0042 0.0511 0.0164 0.0724
H -0.1821 2.6389 1.1385 -0.0175 -0.0115 -0.0152
O -0.5446 -1.3174 -1.2967 -0.0176 0.1865 0.1170
S 0.4114 -2.4551 -1.0636 -0.1041 -0.6740 -0.6240
N 1.3560 -2.3918 0.0498 0.0575 0.2838 0.2811
```
Forces are in eV/Å.

Summary:
HOMO level: -0.311 Ha
molecular weight: 103.1 Da



# 3
Entry from the Open Molecules 2025 dataset: the molecule H2NO2P in a non-equilibrium geometry (ωB97M-V/def2-TZVPD).

XYZ file:
```
6
Properties=species:S:1:pos:R:3:forces:R:3
N -2.9148 0.2652 -0.1483 -1.0888 -0.6197 -0.2138
O -0.7092 -1.9036 0.2183 0.3086 -0.3087 -0.6151
O -1.7196 0.5960 0.0274 2.0184 0.3632 0.5531
P -0.3561 -0.5247 -0.0909 -1.4474 1.1418 0.9516
H -0.0713 0.0342 -1.3523 0.5193 -0.6650 -0.0265
H 0.5106 0.0555 0.8824 -0.3101 0.0884 -0.6493
```
Forces are in eV/Å.

Summary:
ΔE to the lowest compared entry with this formula, charge and spin: 105.93 kcal per mole
HOMO level (alpha / beta): -0.324 / -0.324 Ha
molecular weight: 79.0 Da



# 4
Entry from the Open Molecules 2025 dataset: a structure of composition H2NO2S in a non-equilibrium geometry (ωB97M-V/def2-TZVPD).

XYZ file:
```
6
Properties=species:S:1:pos:R:3:forces:R:3
N 0.9793 0.0899 -0.7335 0.4502 0.5049 0.4177
O 1.6302 0.4212 1.7737 1.1764 0.6111 0.1192
O 0.4334 -1.6078 0.8722 0.7527 -0.2955 1.1351
S 0.7811 -0.1774 0.7903 -4.7313 -1.8812 -0.4406
H 0.8073 -0.8618 -1.1271 -0.0430 1.1739 0.4247
H -0.7047 0.3000 1.4777 2.3950 -0.1132 -1.6561
```
Forces are in eV/Å.

Summary:
ΔE to the lowest compared entry with this formula, charge and spin: 33.51 kcal per mole
HOMO level: -0.158 Ha
molecular weight: 80.1 Da
total charge: -1



What did the second record say?
Entry from the Open Molecules 2025 dataset: a structure of composition H2NNaO2S (ωB97M-V/def2-TZVPD).

XYZ file:
```
7
Properties=species:S:1:pos:R:3:forces:R:3
Na 0.3623 -0.3095 0.4786 0.1129 0.1324 0.2496
O -0.3881 1.8095 0.6975 -0.0822 0.0664 -0.0810
H -1.0149 2.0255 -0.0042 0.0511 0.0164 0.0724
H -0.1821 2.6389 1.1385 -0.0175 -0.0115 -0.0152
O -0.5446 -1.3174 -1.2967 -0.0176 0.1865 0.1170
S 0.4114 -2.4551 -1.0636 -0.1041 -0.6740 -0.6240
N 1.3560 -2.3918 0.0498 0.0575 0.2838 0.2811
```
Forces are in eV/Å.

Summary:
HOMO level: -0.311 Ha
molecular weight: 103.1 Da